1.
ORCA calculation (ωB97M-V with the def2-TZVPD basis set) on a structure of composition C34H23ClN7O5S3Y.

```
74
Properties=species:S:1:pos:R:3:forces:R:3:lowdin_charge:R:1
Y 0.808 -0.379 -0.371 1.0 -0.9 1.7 1.4402
Cl -0.056 -5.476 -5.828 -0.2 -0.7 -0.9 0.6368
C 0.477 -4.718 -4.400 0.7 1.0 1.2 -0.7458
C 0.103 -5.201 -3.137 -0.1 -1.1 0.4 -0.1123
C 0.412 -4.551 -1.960 -0.4 -0.7 -0.6 -0.0096
C 1.022 -3.287 -2.025 0.6 2.3 1.3 -0.3349
O 1.117 -2.607 -0.911 0.1 -0.5 -1.9 -0.1752
C 1.493 -2.783 -3.329 -1.2 -1.4 1.3 -0.1362
C 2.089 -1.511 -3.486 0.5 0.9 0.9 -0.0767
N 2.161 -0.566 -2.582 -0.9 -1.9 -0.4 0.0467
C 2.800 0.603 -2.903 0.2 1.2 -2.5 -0.2294
C 2.829 1.096 -4.227 0.4 -0.5 1.8 -0.0138
C 3.537 2.270 -4.495 0.1 0.6 -1.0 -0.1140
C 4.223 2.947 -3.541 0.2 0.7 1.5 -0.0563
C 4.148 2.564 -2.154 -0.8 -2.0 -1.5 -0.1377
C 4.750 3.207 -1.081 0.1 0.1 0.7 -0.0293
C 4.596 2.695 0.192 0.7 1.1 -0.4 -0.0387
C 3.841 1.544 0.389 -1.0 -0.6 -0.4 -0.1015
N 3.197 0.926 -0.599 0.7 -0.2 0.7 0.0864
C 3.404 1.348 -1.856 0.3 1.6 -0.1 -0.1649
C 1.234 -3.575 -4.469 0.1 0.7 -0.7 -0.0919
H -0.383 -6.185 -3.136 0.0 0.5 0.2 0.1002
H 0.136 -4.912 -0.954 0.1 0.1 -0.8 0.1324
H 2.560 -1.372 -4.462 0.1 0.1 0.0 0.1157
H 2.369 0.528 -5.022 -0.2 0.2 0.0 0.0956
H 3.522 2.719 -5.497 0.0 -0.5 0.3 0.1034
H 4.774 3.860 -3.779 -0.2 -0.2 0.0 0.1032
H 5.341 4.098 -1.273 -0.1 0.0 0.1 0.1094
H 5.019 3.247 1.035 -0.1 -0.5 -0.2 0.1108
H 3.726 1.114 1.369 -0.2 0.0 0.2 0.1019
H 1.574 -3.218 -5.460 -0.2 -0.1 0.6 0.1122
N -6.408 2.323 2.887 -2.7 2.0 0.4 0.0594
C -5.306 1.559 2.865 1.7 -1.8 -0.7 -0.3602
C -4.073 2.072 2.407 0.3 -0.6 -0.1 -0.0187
C -2.984 1.198 2.173 -0.9 1.0 0.6 -0.0371
C -3.189 -0.135 2.425 -0.1 -1.5 -0.4 -0.3136
C -4.404 -0.680 2.816 -0.4 0.3 0.6 -0.0875
C -5.445 0.162 3.138 0.1 0.9 -0.4 -0.0442
S -1.933 -1.360 2.202 1.2 1.6 -0.8 0.6225
O -0.920 -1.032 3.180 -0.6 -0.9 -0.5 -0.2820
O -2.584 -2.648 2.167 0.4 -0.1 0.3 -0.3326
N -1.288 -0.978 0.727 -1.0 -0.7 -1.3 -0.1623
C -2.066 -1.141 -0.417 1.9 0.5 1.3 -0.4527
N -3.378 -1.328 -0.365 -1.0 -0.4 -0.1 0.1382
C -4.027 -1.408 -1.508 0.8 0.3 -0.7 -0.1258
C -3.405 -1.271 -2.765 -0.7 0.0 0.6 -0.0741
C -2.044 -1.064 -2.723 1.0 0.4 0.4 -0.1237
N -1.343 -1.004 -1.574 -1.2 -0.3 -0.5 0.0429
H -6.393 3.283 2.511 0.0 -1.2 0.4 0.1042
H -7.330 1.884 3.036 1.2 0.6 -0.3 0.0993
H -3.956 3.140 2.179 -0.2 -0.4 0.1 0.1068
H -2.025 1.582 1.824 0.0 -0.1 0.1 0.0768
H -4.522 -1.764 2.875 0.2 0.4 0.1 0.1074
H -6.388 -0.244 3.516 0.1 0.2 -0.2 0.0954
H -5.087 -1.559 -1.436 -0.5 -0.1 0.0 0.0944
H -3.992 -1.225 -3.685 0.3 -0.2 0.3 0.0883
H -1.472 -0.900 -3.643 -0.1 -0.1 0.3 0.1147
O 3.296 -1.516 2.897 -1.3 1.1 -0.2 -0.0301
C 2.339 -0.731 2.679 1.0 -0.4 1.2 -0.5974
O 1.689 -0.659 1.580 0.3 -0.3 -0.4 -0.2398
C 1.858 0.245 3.773 -0.2 0.4 -1.2 -0.1378
C 2.096 -0.034 5.134 0.4 -0.3 -0.6 -0.0621
C 1.616 0.814 6.136 1.0 -0.8 0.4 -0.1592
C 0.753 1.820 5.774 -0.8 0.7 -0.4 -0.1450
C 0.445 2.051 4.436 -0.3 -0.5 1.9 -0.2211
C 1.095 1.414 3.372 -0.1 -0.5 2.0 -0.6949
S 0.764 2.326 1.967 0.5 -0.6 -2.3 0.5051
H 2.693 -0.953 5.344 -0.5 0.9 -0.1 0.1118
H 1.931 0.716 7.187 -0.3 -0.3 -0.5 0.0785
H 0.277 2.435 6.547 0.1 -0.2 -0.2 0.0845
H -0.415 2.663 4.201 0.3 0.5 0.0 0.0602
S -1.065 3.580 -2.703 -0.8 1.4 -1.1 0.4724
C -0.371 2.400 -1.917 1.4 -2.2 2.0 -1.0069
N 0.137 1.544 -1.270 -0.8 1.8 -1.7 -0.0801
```
Forces are in eV/Å.

The calculation puts the HOMO-LUMO gap at 4.50 eV. The energy above the lowest of the compared OMol25 structures with the same formula, charge and spin comes out at 2.3 kcal per mole. The max |F| is 3.4 eV/A. Its net charge is -2. The lowest unoccupied orbital energy is 3.572 eV.

***

2.
ORCA calculation (ωB97M-V with the def2-TZVPD basis set) on a structure of composition C34H23N4O9ReS.

```
72
Properties=species:S:1:pos:R:3:forces:R:3:lowdin_spin:R:1
Re 1.653 0.261 0.759 0.6 0.1 -1.2 2.3986
O 2.584 -2.959 3.152 0.0 0.1 0.0 0.0303
C 2.553 -2.363 2.113 0.0 -0.2 0.1 0.0151
O 1.882 -1.200 2.009 -0.1 0.3 0.4 0.1308
C 3.145 -2.904 0.865 0.0 0.1 0.0 0.0087
C 3.709 -4.174 0.893 0.0 -0.2 0.1 -0.0014
C 4.192 -4.733 -0.269 -0.1 0.1 0.1 0.0057
C 4.099 -4.076 -1.485 0.0 -0.1 -0.1 -0.0018
C 3.520 -2.833 -1.500 -0.1 0.0 -0.1 0.0055
C 3.087 -2.192 -0.331 0.0 0.4 -0.1 0.0075
O 2.693 -0.928 -0.429 0.1 -0.5 0.1 0.0661
N 3.307 -2.169 -2.793 0.1 0.0 0.0 0.0005
O 4.206 -2.210 -3.599 0.0 0.0 0.0 -0.0001
O 2.220 -1.647 -2.978 0.0 0.0 0.0 0.0031
N 4.793 -6.075 -0.232 0.3 0.0 0.0 0.0006
O 4.869 -6.619 0.848 -0.1 0.0 0.0 0.0012
O 5.196 -6.529 -1.282 -0.1 0.0 0.0 0.0009
H 3.758 -4.717 1.826 0.0 0.0 0.0 -0.0002
H 4.462 -4.542 -2.391 0.0 0.0 0.0 -0.0002
S -2.087 1.774 2.869 0.0 -0.1 0.0 0.0229
C -2.232 0.042 2.801 0.0 0.1 0.0 0.0010
C -3.302 -0.718 3.261 0.0 0.0 0.0 0.0023
C -3.230 -2.088 3.113 0.0 0.0 0.0 0.0001
C -2.113 -2.672 2.510 0.0 0.0 0.0 0.0027
C -1.050 -1.913 2.060 0.1 -0.1 0.0 0.0028
C -1.096 -0.529 2.216 -0.4 0.0 0.0 0.0038
N -0.158 0.435 1.835 0.0 0.3 -0.2 0.0237
C -0.560 1.663 2.127 0.2 0.2 0.3 0.0434
C 0.368 2.744 1.874 -0.2 0.0 -0.1 0.0226
C 0.143 4.089 2.158 -0.1 0.0 0.0 0.0001
C 1.134 5.004 1.862 0.1 0.0 0.0 0.0248
C 2.332 4.580 1.279 -0.1 -0.1 0.0 -0.0044
C 2.539 3.242 0.969 -0.1 0.2 0.2 0.0232
C 1.551 2.314 1.273 0.3 -0.6 0.1 -0.0035
H -4.153 -0.240 3.729 0.0 0.0 0.0 0.0000
H -4.038 -2.711 3.472 0.0 0.0 0.0 -0.0001
H -2.060 -3.748 2.410 0.0 0.0 0.0 0.0001
H -0.194 -2.412 1.638 0.1 0.1 -0.1 0.0012
H -0.791 4.406 2.609 0.0 0.0 0.0 -0.0002
H 0.987 6.052 2.081 0.0 0.0 0.0 0.0013
H 3.104 5.305 1.059 0.0 0.0 0.0 -0.0009
H 3.456 2.922 0.495 0.0 0.1 0.0 0.0011
C -5.004 -1.634 -0.026 0.0 0.0 0.0 0.0001
O -3.768 -1.011 -0.378 0.0 0.0 0.0 0.0015
C -3.708 0.341 -0.369 0.0 -0.1 -0.1 0.0032
C -4.751 1.187 -0.026 0.0 0.1 0.1 -0.0003
C -4.556 2.562 -0.058 0.1 0.0 0.0 0.0054
C -3.332 3.100 -0.431 -0.1 0.0 0.0 0.0001
C -2.289 2.262 -0.784 0.1 -0.1 0.0 0.0030
C -2.474 0.886 -0.755 -0.1 0.1 0.0 0.0003
N -1.458 -0.074 -1.010 -0.1 -0.2 -0.1 0.0192
C -0.269 0.040 -1.531 -0.2 -0.1 -0.1 0.0131
C 0.232 1.126 -2.311 -0.1 0.0 0.0 0.0124
C -0.512 1.616 -3.406 -0.1 0.0 0.0 -0.0004
C 0.067 2.478 -4.296 0.1 0.0 0.1 0.0062
C 1.403 2.878 -4.090 -0.1 0.0 0.0 0.0045
C 2.122 2.447 -3.004 0.2 0.1 -0.1 0.0016
C 1.539 1.583 -2.066 0.0 0.1 0.2 0.0167
O 2.173 1.317 -0.953 -0.4 -0.3 0.4 0.0633
H -5.302 -1.351 0.983 0.0 0.0 0.0 0.0000
H -4.822 -2.703 -0.067 0.0 0.0 0.0 0.0000
H -5.783 -1.367 -0.740 0.0 0.0 0.0 0.0000
H -5.712 0.784 0.259 0.0 0.0 0.0 -0.0001
H -5.379 3.215 0.201 0.0 0.0 0.0 0.0002
H -3.187 4.171 -0.459 0.0 0.0 0.0 -0.0001
H -1.334 2.675 -1.077 0.0 0.0 0.0 0.0002
H -1.729 -0.995 -0.671 0.0 0.0 0.0 0.0001
H 0.342 -0.863 -1.455 0.1 0.1 0.1 0.0102
H -1.521 1.253 -3.563 0.0 0.0 0.0 0.0000
H -0.481 2.823 -5.161 0.0 0.0 0.0 0.0003
H 1.871 3.548 -4.799 0.0 0.0 0.0 0.0001
H 3.139 2.774 -2.833 0.0 0.0 0.0 0.0000
```
Forces are in eV/Å.

Its spin multiplicity is 4. The calculation puts the HOMO-LUMO gap (alpha / beta) at 7.11 / 6.20 eV. The energy above the lowest of the compared OMol25 structures with the same formula, charge and spin comes out at 0.0 kcal per mole. The max |F| is 1.4 eV/A. Its net charge is +1. The lowest unoccupied orbital energy (alpha / beta) is -4.133 / -5.005 eV.

***

3.
ORCA calculation (ωB97M-V with the def2-TZVPD basis set) on a structure of composition C34H24Cl4N6O2S3V.

```
74
Properties=species:S:1:pos:R:3:forces:R:3:lowdin_spin:R:1
V 0.801 -0.704 -0.519 -0.4 -0.2 -0.4 2.0377
C -1.760 -0.552 2.614 0.0 0.0 0.0 0.0010
N -1.769 -0.107 1.236 0.0 0.0 0.0 0.0153
C -2.835 -0.776 0.502 0.0 0.0 0.0 0.0017
C -2.360 -2.016 -0.227 0.0 -0.1 0.0 0.0003
N -1.387 -1.752 -1.311 0.1 0.1 0.2 -0.0039
C -1.963 -0.867 -2.334 -0.1 0.0 0.0 0.0012
C -0.984 -3.039 -1.833 0.0 -0.1 -0.1 0.0001
C -1.537 -3.571 -2.989 0.0 0.0 0.0 0.0001
C -1.167 -4.830 -3.447 0.0 0.0 0.0 -0.0007
C -0.239 -5.570 -2.733 0.0 0.0 0.0 0.0002
C 0.319 -5.043 -1.579 0.0 0.0 0.0 -0.0002
C -0.032 -3.777 -1.112 0.0 0.1 0.0 0.0022
S 0.710 -3.091 0.316 0.0 -0.1 0.1 -0.0006
C -1.639 1.349 0.978 -0.1 -0.1 0.0 0.0304
C -2.287 2.264 2.053 0.1 0.0 0.0 0.0050
C -1.881 3.700 1.956 0.0 0.0 0.0 0.0069
C -0.055 4.895 0.695 0.1 0.0 0.0 0.1034
C 0.904 3.976 0.505 0.0 0.0 0.0 0.0345
C 0.653 2.548 0.459 0.0 -0.1 0.0 0.3326
S 1.178 1.649 -0.884 0.1 0.0 0.0 0.1453
H -2.752 -0.462 3.090 0.0 0.0 0.0 0.0008
H -1.061 0.010 3.227 0.0 0.0 0.0 0.0002
H -1.459 -1.603 2.655 0.0 0.0 0.0 0.0000
H -3.258 -0.064 -0.202 0.0 0.0 0.0 -0.0001
H -3.637 -1.087 1.191 0.0 0.0 0.0 0.0006
H -3.240 -2.517 -0.664 0.0 0.0 0.0 -0.0001
H -1.885 -2.711 0.466 0.0 0.0 0.0 0.0001
H -2.966 -1.206 -2.635 0.0 0.0 0.0 -0.0003
H -1.298 -0.855 -3.193 0.0 0.0 0.0 0.0000
H -2.035 0.134 -1.909 0.0 0.0 0.0 0.0005
H -2.252 -2.991 -3.556 0.0 0.0 0.0 0.0000
H -1.593 -5.216 -4.366 0.0 0.0 0.0 -0.0001
H 0.072 -6.548 -3.084 0.0 0.0 0.0 0.0001
H 1.070 -5.597 -1.030 0.0 0.0 0.0 0.0000
H -3.124 1.979 2.681 0.0 0.0 0.0 0.0014
H -2.349 4.266 2.757 0.0 0.0 0.0 0.0009
H 0.231 5.944 0.700 0.0 0.0 0.0 0.0079
H 1.914 4.312 0.275 0.0 0.0 0.0 0.0097
S 0.131 3.662 6.100 0.0 -0.1 0.1 -0.0014
N -0.854 3.782 4.803 0.0 0.0 -0.1 0.0008
C -0.400 2.945 3.895 0.0 0.0 0.1 0.0012
C -0.910 2.741 2.555 -0.1 0.0 -0.1 0.0013
C -1.542 4.568 0.747 0.0 0.0 0.0 0.0180
C -2.049 4.036 -0.565 0.0 -0.1 0.0 0.0251
C -2.145 2.730 -0.940 0.0 0.1 0.0 0.0027
N -1.972 1.541 -0.352 0.0 0.0 0.0 0.0105
C -0.169 1.876 1.519 0.1 0.1 0.0 0.0458
C 0.796 0.920 2.190 0.0 -0.1 0.1 0.0289
N 1.228 -0.160 1.516 0.1 0.0 0.1 0.0162
C 2.198 -0.931 2.033 0.1 0.0 0.0 0.0123
C 2.796 -0.694 3.250 -0.1 0.0 0.0 0.0070
C 2.328 0.372 3.995 0.0 0.0 0.0 0.0131
C 1.325 1.172 3.480 0.0 0.0 0.0 0.0061
C 0.749 2.216 4.324 0.0 0.0 0.0 0.0011
N 1.149 2.515 5.539 0.0 0.1 -0.1 -0.0015
H -2.056 5.518 0.932 0.0 0.0 0.0 0.0000
H -2.193 4.772 -1.350 0.0 0.0 0.0 0.0024
H -2.438 2.613 -1.990 0.0 0.0 0.0 0.0001
H 2.517 -1.756 1.413 0.0 0.0 0.0 0.0011
H 3.585 -1.345 3.600 0.0 0.0 0.0 0.0002
H 2.714 0.594 4.982 0.0 0.0 0.0 0.0007
Cl 6.495 -1.252 -4.200 0.0 0.0 0.0 0.0008
C 4.821 -1.211 -3.732 0.0 0.0 0.0 0.0039
C 3.826 -1.301 -4.684 0.0 0.0 0.0 0.0013
Cl 4.230 -1.458 -6.367 0.0 0.0 0.0 -0.0001
C 2.478 -1.261 -4.292 0.0 0.0 0.1 0.0053
Cl 1.200 -1.357 -5.460 0.0 0.0 0.0 0.0012
C 2.122 -1.134 -2.954 0.0 0.0 -0.1 -0.0002
O 0.898 -1.066 -2.520 0.1 0.2 0.2 0.0330
C 3.153 -1.073 -1.966 0.1 0.1 -0.1 0.0033
O 2.760 -0.978 -0.724 -0.1 0.0 0.0 0.0220
C 4.479 -1.090 -2.374 0.0 -0.1 0.0 0.0029
Cl 5.706 -0.984 -1.151 0.0 0.0 0.0 0.0007
```
Forces are in eV/Å.

Its spin multiplicity is 4. The calculation puts the HOMO-LUMO gap (alpha / beta) at 4.39 / 4.96 eV. The energy above the lowest of the compared OMol25 structures with the same formula, charge and spin comes out at 114.7 kcal per mole. The max |F| is 0.6 eV/A. Its net charge is -2. The lowest unoccupied orbital energy (alpha / beta) is 3.760 / 3.760 eV.